Entry from the OMol25 dataset: 5 unconnected molecules or ions with the total composition C9H4Cl18FNO2S at a distorted geometry (ωB97M-V/def2-TZVPD).

```
! RIJCOSX wB97M-V def2-TZVPD def2/J DEFGRID3
* xyz 0 1
C -1.35 1.17 -0.80
C -0.68 0.72 -1.67
N 0.07 0.25 -2.72
C 0.70 1.29 -3.49
Cl 2.43 1.21 -3.43
C 0.07 2.23 -4.20
C -1.41 2.36 -4.25
Cl 0.96 3.38 -5.10
S -0.68 -0.96 -3.62
O -0.37 -0.84 -5.00
O -0.33 -2.20 -3.03
F -2.21 -0.82 -3.44
H -2.04 1.48 -0.05
H -1.70 2.86 -5.18
H -1.74 3.00 -3.43
H -1.94 1.42 -4.22
Cl 3.04 -2.25 1.57
C 2.01 -0.81 1.59
Cl 1.43 -0.46 -0.04
Cl 0.62 -1.10 2.65
Cl 2.93 0.58 2.18
Cl 0.07 2.46 3.69
C 0.61 2.89 5.31
Cl -0.55 2.27 6.50
Cl 2.20 2.19 5.63
Cl 0.70 4.65 5.46
Cl -3.03 -3.31 -2.56
C -4.71 -3.82 -2.38
Cl -5.78 -2.61 -3.11
Cl -4.95 -5.38 -3.18
Cl -5.10 -3.98 -0.66
Cl 3.93 -1.81 4.52
C 4.15 -1.57 6.26
Cl 4.42 0.14 6.60
Cl 2.70 -2.11 7.12
Cl 5.54 -2.51 6.80
*
```

Summary:
LUMO level: 0.00475 Eh
ΔE to the lowest compared entry with this formula, charge and spin: 0.000 eV
structure (SMILES): C#CN(/C(Cl)=C(\C)Cl)S(=O)(=O)F.ClC(Cl)(Cl)Cl.ClC(Cl)(Cl)Cl.ClC(Cl)(Cl)Cl.ClC(Cl)(Cl)Cl
highest occupied orbital energy: -9.91 eV
electronic energy: -253934.27339 eV

Entry from the OMol25 dataset: a molecular structure, C9H4Cl2N2O3RhTm at a distorted geometry (ωB97M-V/def2-TZVPD).

```
! RIJCOSX wB97M-V def2-TZVPD def2/J DEFGRID3
* xyz 4 7
Tm -2.70 0.24 -4.60
Rh -0.46 -0.34 -0.77
Cl -1.33 -1.60 -5.07
Cl -2.04 0.71 -2.11
C 0.30 1.19 -0.07
C -3.70 0.21 -6.99
C -4.38 1.51 -6.33
O 0.77 2.16 0.40
O -3.88 -0.13 -8.11
O -5.15 2.22 -6.87
N 2.69 -6.38 2.38
C 2.18 -5.42 1.95
C 1.56 -4.22 1.43
C 0.24 -3.92 1.67
C -0.35 -2.76 1.13
N 0.36 -1.92 0.37
C 1.67 -2.15 0.20
C 2.28 -3.28 0.71
H -0.36 -4.57 2.25
H -1.40 -2.50 1.30
H 2.18 -1.38 -0.37
H 3.31 -3.42 0.53
*
```

Summary:
LUMO level (spin up / spin down): -0.54300 / -0.68439 Eh
ΔE to the lowest compared entry with this formula, charge and spin: 3.573 eV
highest occupied orbital energy (spin up / spin down): -22.77 / -22.79 eV
electronic energy: -76049.08387 eV

Entry from the OMol25 dataset: a molecular structure, C9H4Cl3IO4Tl (ωB97M-V/def2-TZVPD).

```
! RIJCOSX wB97M-V def2-TZVPD def2/J DEFGRID3
* xyz -1 1
Tl -1.32 1.32 -2.73
I 4.40 -1.85 2.05
C 3.05 -0.36 1.41
C 2.10 -0.67 0.45
C 1.23 0.32 0.03
C 1.29 1.60 0.55
C 2.24 1.88 1.52
C 3.13 0.91 1.96
C 0.37 2.73 0.07
O 0.46 3.81 0.64
O -0.40 2.45 -0.91
H 2.05 -1.67 0.03
H 0.47 0.08 -0.70
H 2.28 2.88 1.93
H 3.87 1.13 2.71
Cl -3.94 -2.43 -3.30
C -3.93 -2.48 -1.53
Cl -3.32 -4.07 -1.01
Cl -5.59 -2.28 -0.94
C -3.00 -1.33 -0.86
O -3.00 -1.34 0.35
O -2.42 -0.62 -1.71
*
```

Summary:
LUMO level: 0.08196 Eh
highest occupied orbital energy: -6.30 eV
electronic energy: -67952.92552 eV

Entry from the OMol25 dataset: 2 unconnected molecules or ions with the total composition C9H4Cl4O2 (ωB97M-V/def2-TZVPD).

```
! RIJCOSX wB97M-V def2-TZVPD def2/J DEFGRID3
* xyz 0 1
C 2.09 -1.43 -1.20
C 0.98 -1.08 -1.47
C -0.27 -0.38 -1.45
C -0.49 0.71 -2.19
C -1.83 1.37 -2.04
O -2.42 1.88 -2.96
C -2.39 1.30 -0.65
C -2.18 0.21 0.08
C -1.35 -0.88 -0.53
O -1.54 -2.05 -0.32
H 3.08 -1.78 -1.03
H 0.25 1.12 -2.86
H -2.96 2.13 -0.26
H -2.56 0.10 1.09
Cl 3.84 0.61 3.37
C 2.31 -0.25 3.15
Cl 0.99 0.73 3.80
Cl 2.03 -0.53 1.42
Cl 2.37 -1.80 3.99
*
```

Summary:
LUMO level: -0.04862 Eh
ΔE to the lowest compared entry with this formula, charge and spin: 2.314 eV
structure (SMILES): C#CC1=CC(=O)C=CC1=O.ClC(Cl)(Cl)Cl
highest occupied orbital energy: -9.97 eV
electronic energy: -63578.59357 eV

Entry from the OMol25 dataset: a molecular structure, C9H4N10O4W (ωB97M-V/def2-TZVPD).

```
! RIJCOSX wB97M-V def2-TZVPD def2/J DEFGRID3
* xyz 2 1
W -0.53 0.69 -0.20
O -3.33 -1.14 2.03
C -2.29 -0.69 1.77
O -1.96 -0.32 0.39
C -1.09 -0.37 2.59
C -0.92 -0.65 3.94
C 0.30 -0.29 4.52
C 1.29 0.32 3.76
C 1.02 0.56 2.42
N -0.14 0.23 1.87
C 1.94 1.19 1.43
O 3.02 1.59 1.49
O 1.19 1.24 0.16
H -1.71 -1.14 4.50
H 0.47 -0.50 5.57
H 2.25 0.60 4.17
N -1.47 2.08 -3.30
C -0.67 0.97 -3.14
N 0.57 0.68 -3.60
N 1.11 -0.14 -2.75
N 0.21 -0.49 -1.82
N -0.96 0.15 -2.12
C -1.87 2.57 -2.07
N -3.04 2.93 -1.58
N -2.95 2.83 -0.26
N -1.74 2.50 0.09
N -0.98 2.43 -1.05
H -1.71 2.49 -4.20
*
```

Summary:
LUMO level: -0.38937 Eh
ΔE to the lowest compared entry with this formula, charge and spin: 0.000 eV
highest occupied orbital energy: -17.79 eV
electronic energy: -34292.86276 eV

> Look up the electronic energy of the second one.

-76049.08387 eV

Please write out number 5 again, unchanged.
Entry from the OMol25 dataset: a molecular structure, C9H4N10O4W (ωB97M-V/def2-TZVPD).

```
! RIJCOSX wB97M-V def2-TZVPD def2/J DEFGRID3
* xyz 2 1
W -0.53 0.69 -0.20
O -3.33 -1.14 2.03
C -2.29 -0.69 1.77
O -1.96 -0.32 0.39
C -1.09 -0.37 2.59
C -0.92 -0.65 3.94
C 0.30 -0.29 4.52
C 1.29 0.32 3.76
C 1.02 0.56 2.42
N -0.14 0.23 1.87
C 1.94 1.19 1.43
O 3.02 1.59 1.49
O 1.19 1.24 0.16
H -1.71 -1.14 4.50
H 0.47 -0.50 5.57
H 2.25 0.60 4.17
N -1.47 2.08 -3.30
C -0.67 0.97 -3.14
N 0.57 0.68 -3.60
N 1.11 -0.14 -2.75
N 0.21 -0.49 -1.82
N -0.96 0.15 -2.12
C -1.87 2.57 -2.07
N -3.04 2.93 -1.58
N -2.95 2.83 -0.26
N -1.74 2.50 0.09
N -0.98 2.43 -1.05
H -1.71 2.49 -4.20
*
```

Summary:
LUMO level: -0.38937 Eh
ΔE to the lowest compared entry with this formula, charge and spin: 0.000 eV
highest occupied orbital energy: -17.79 eV
electronic energy: -34292.86276 eV

> The lowest electronic energy belongs to which entry?

C9H4Cl18FNO2S

> Among the records above, which one has the lowest electronic energy?

C9H4Cl18FNO2S